The following is a DFT calculation (wB97M-V/def2-TZVPD) of a molecular structure, C34H49CoNPS.

## Properties
M   593.747 g mol⁻¹
Spin multiplicity   2
Kohn-Sham gap (spin up / spin down)   6.74 / 8.09 eV
HOMO energy (spin up / spin down)   -10.481 / -10.500 eV
Total charge   +1
Total energy   -95290.8658 eV

Element x y z (Å)
Co (-0.039, -0.921, -0.195)
C (-2.969, -3.267, -1.754)
C (-2.702, -2.128, -2.738)
C (-4.023, -1.547, -3.254)
C (-1.832, -1.033, -2.154)
C (-0.548, -0.780, -2.664)
C (0.228, 0.318, -2.290)
C (1.275, 0.748, -3.327)
C (2.632, 1.335, -2.938)
C (0.544, 1.725, -4.268)
C (-0.221, 1.072, -1.169)
C (-1.565, 0.904, -0.710)
C (-2.337, -0.137, -1.227)
C (-2.267, 1.990, 0.095)
C (-2.927, 2.932, -0.926)
C (-3.337, 1.524, 1.082)
C (0.669, 2.119, -0.570)
C (0.601, 3.426, -1.046)
C (1.471, 4.399, -0.587)
C (2.416, 4.073, 0.374)
C (2.468, 2.784, 0.880)
C (1.612, 1.781, 0.417)
P (1.571, 0.088, 1.153)
C (0.936, 0.381, 2.896)
C (-0.505, 0.846, 2.731)
C (1.669, 1.452, 3.707)
C (0.931, -0.949, 3.662)
C (3.308, -0.647, 1.183)
C (3.244, -2.155, 1.470)
C (4.294, -0.040, 2.186)
C (3.854, -0.464, -0.230)
H (-3.630, -4.002, -2.216)
H (-3.462, -2.894, -0.850)
H (-2.047, -3.768, -1.468)
H (-2.160, -2.539, -3.592)
H (-4.681, -1.263, -2.429)
H (-4.549, -2.298, -3.843)
H (-3.864, -0.671, -3.885)
H (-0.175, -1.421, -3.454)
H (1.484, -0.155, -3.904)
H (2.576, 2.117, -2.183)
H (3.072, 1.780, -3.832)
H (3.315, 0.566, -2.598)
H (0.393, 2.689, -3.776)
H (-0.429, 1.343, -4.579)
H (1.147, 1.897, -5.160)
H (-3.355, -0.255, -0.880)
H (-1.515, 2.562, 0.637)
H (-3.763, 2.428, -1.419)
H (-2.232, 3.252, -1.702)
H (-3.315, 3.819, -0.424)
H (-4.141, 0.978, 0.583)
H (-3.793, 2.396, 1.553)
H (-2.934, 0.901, 1.873)
H (-0.129, 3.676, -1.806)
H (1.408, 5.408, -0.975)
H (3.101, 4.825, 0.745)
H (3.177, 2.569, 1.661)
H (-0.559, 1.798, 2.202)
H (-0.957, 0.983, 3.718)
H (-1.085, 0.104, 2.190)
H (1.543, 2.444, 3.274)
H (2.730, 1.256, 3.833)
H (1.220, 1.475, 4.705)
H (0.526, -1.770, 3.065)
H (0.303, -0.837, 4.550)
H (1.928, -1.222, 4.004)
H (2.878, -2.384, 2.466)
H (4.264, -2.545, 1.401)
H (2.630, -2.687, 0.749)
H (4.014, -0.253, 3.216)
H (4.450, 1.028, 2.069)
H (5.262, -0.520, 2.016)
H (3.155, -0.848, -0.979)
H (4.787, -1.025, -0.327)
H (4.061, 0.584, -0.442)
S (0.685, -3.088, -0.471)
C (-0.629, -3.354, 0.642)
C (-1.056, -4.588, 1.136)
C (-2.159, -4.621, 1.962)
C (-2.821, -3.436, 2.284)
C (-2.332, -2.258, 1.768)
N (-1.255, -2.210, 0.969)
H (-0.522, -5.486, 0.858)
H (-2.512, -5.565, 2.359)
H (-3.692, -3.429, 2.922)
H (-2.812, -1.314, 1.992)

Cartesian forces (eV/Å) of the 6 atoms listed first:
Co 0.139 0.119 -0.605
C -0.047 0.039 0.001
C 0.048 -0.045 -0.009
C 0.011 0.027 -0.037
C 0.035 -0.045 -0.054
C -0.071 -0.092 -0.007